Entry 1:
{"formula": "C32H30N5O11Sr", "method": "ωB97M-V/def2-TZVPD", "energy_ev": -64461.06916, "e_lumo_ev": -3.54, "total_charge": 1, "gap_ev": 7.044, "elements": ["O", "C", "O", "C", "H", "C", "C", "C", "C", "H", "C", "H", "H", "C", "C", "C", "H", "C", "H", "H", "H", "H", "O", "C", "Sr", "O", "H", "C", "H", "H", "C", "H", "O", "C", "H", "O", "C", "C", "H", "H", "N", "O", "H", "C", "C", "H", "H", "C", "C", "O", "C", "H", "C", "C", "H", "H", "H", "C", "C", "H", "N", "H", "H", "O", "O", "C", "N", "C", "H", "C", "C", "N", "C", "O", "H", "H", "C", "H", "N"], "xyz": [[2.100, 5.129, -0.419], [5.147, 4.113, 3.226], [0.540, 2.421, 0.006], [-0.616, -2.746, 4.830], [1.813, 0.890, 0.412], [-0.164, 0.072, 0.132], [-5.423, 1.333, 0.042], [-3.323, -1.341, -4.577], [3.043, -4.619, -3.015], [2.039, -4.675, 2.758], [-5.178, 0.499, 2.279], [2.547, 3.178, 1.299], [3.467, 2.683, 3.432], [-2.015, 0.308, -3.386], [-2.772, -0.865, -3.395], [-3.352, 1.688, 1.288], [-3.477, -0.988, -6.715], [0.510, -3.226, 2.777], [2.289, -1.990, -0.327], [4.609, -2.929, -0.549], [-3.842, -2.288, -4.615], [-6.964, 0.312, 1.070], [4.000, 5.337, -1.331], [3.991, 4.726, 0.863], [-0.143, 4.290, -1.507], [1.031, -5.126, -4.800], [6.399, 5.842, 2.872], [-2.040, 1.116, -4.516], [1.890, -4.974, 5.301], [-0.067, -0.715, 0.898], [5.686, 5.144, 2.458], [-2.343, 2.080, 1.271], [-2.601, -1.630, 4.908], [1.394, -4.107, 3.413], [-6.018, 1.359, -0.859], [-2.492, 3.167, -0.855], [1.797, -4.038, -2.916], [2.566, -2.678, -1.115], [0.512, -2.760, -1.776], [-1.209, 0.366, 0.260], [-3.548, 2.576, -0.961], [-1.611, -2.018, 6.771], [-3.357, 0.889, 3.302], [4.051, -4.292, -2.118], [3.817, -3.290, -1.193], [-2.804, -1.485, -2.510], [3.266, -5.319, -3.810], [-2.612, 0.645, -5.696], [0.250, -3.609, 5.478], [-0.371, -3.990, -3.641], [1.530, -3.074, -1.954], [0.020, -0.454, -0.805], [-0.455, -2.530, 3.459], [0.761, 1.181, 0.585], [5.562, 6.198, 0.616], [-2.576, 1.301, -6.558], [5.028, -4.743, -2.208], [3.430, 3.720, 1.623], [-3.899, 1.005, 2.374], [-1.185, -1.924, 2.939], [-1.409, 2.408, -4.471], [5.624, 3.945, 4.185], [-5.594, 0.083, 3.189], [-1.149, 2.983, -5.478], [-1.185, 2.879, -3.361], [-5.957, 0.700, 1.136], [-1.669, -2.066, 5.565], [1.226, -4.301, 4.775], [-1.483, 0.592, -2.488], [5.082, 5.458, 1.242], [4.033, 3.380, 2.831], [0.740, -4.425, -3.867], [-3.171, -0.599, -5.754], [-4.151, 2.525, -2.008], [0.103, -3.760, 6.540], [0.481, -3.151, 1.696], [-4.138, 1.859, 0.153], [0.674, 1.272, 1.681], [3.316, 5.072, -0.380]], "mulliken_charge": [-0.594, -0.378, -0.775, 0.222, 0.414, -0.047, -0.321, -0.575, -0.353, 0.410, -0.416, 0.529, 0.413, -0.036, -0.476, -0.276, 0.408, -0.223, 0.430, 0.409, 0.430, 0.397, -0.529, 0.356, 2.124, -0.590, 0.384, 0.130, 0.368, -0.008, -0.496, 0.498, -0.568, -0.662, 0.477, -0.393, -0.243, -0.215, 0.594, 0.009, 0.829, -0.570, 0.445, -0.467, -0.686, 0.509, 0.443, -0.524, -0.389, -0.606, -0.143, -0.037, -0.610, -0.663, 0.397, 0.448, 0.395, -0.220, -0.659, 0.576, 0.547, 0.358, 0.415, -0.586, -0.359, -0.594, 0.941, -0.422, 0.394, -0.540, -0.596, 1.025, -0.465, -0.594, 0.438, 0.483, 0.143, 0.260, 0.856]}

Entry 2:
{"formula": "C32H30N8ORuS6", "method": "ωB97M-V/def2-TZVPD", "spin_multiplicity": 2, "energy_ev": -115234.13898, "e_lumo_ev": [2.19, 2.18], "total_charge": -1, "gap_ev": [5.366, 5.402], "elements": ["S", "C", "C", "C", "H", "C", "H", "N", "C", "C", "C", "H", "N", "H", "S", "C", "C", "H", "S", "C", "H", "N", "C", "S", "N", "H", "H", "S", "H", "C", "C", "H", "N", "C", "C", "H", "O", "H", "C", "C", "H", "H", "H", "C", "C", "H", "H", "C", "Ru", "C", "C", "C", "H", "H", "C", "H", "C", "H", "C", "N", "H", "S", "C", "C", "C", "H", "C", "C", "C", "N", "N", "H", "H", "H", "H", "H", "H", "H"], "xyz": [[2.807, -1.380, 1.169], [1.056, 0.333, -4.447], [3.615, 3.753, -3.150], [3.698, -3.992, 1.087], [-1.865, 0.609, -6.384], [-0.021, 0.216, 4.911], [-1.960, 2.592, 3.178], [-3.232, -0.804, 1.709], [3.630, -1.218, -2.067], [3.399, 1.728, 0.233], [0.447, 1.248, 4.100], [-1.412, 2.116, 1.634], [-0.379, 4.409, 1.051], [-0.369, 1.884, 7.847], [0.400, -2.375, -0.747], [4.101, -2.561, -2.118], [1.884, 0.358, -3.149], [-1.113, 5.951, 2.749], [2.359, -2.339, -3.955], [3.141, 1.922, 2.923], [-0.145, -0.769, 4.484], [-1.193, 0.002, 2.254], [4.493, 2.134, 0.968], [4.427, 1.476, -3.939], [2.215, 1.435, 0.793], [3.974, -0.492, -1.344], [1.710, -5.537, 0.274], [-1.781, -0.161, -0.403], [5.430, 2.343, 0.470], [4.356, 2.228, 2.341], [-0.310, 0.446, 6.248], [1.604, 3.080, -2.436], [-1.712, 2.873, 2.244], [-1.143, 4.083, 2.066], [-0.141, 1.710, 6.803], [0.458, 3.736, 6.422], [1.007, 0.573, -2.134], [-3.202, -1.221, 2.627], [-2.017, -0.332, 1.265], [2.079, 1.518, 2.120], [0.949, 3.329, 4.038], [-0.665, -0.371, 6.863], [3.441, 1.626, -0.841], [2.680, -0.945, -3.004], [1.593, -3.402, -0.161], [-2.255, 4.956, 3.516], [4.184, -4.460, 0.223], [2.846, 1.560, -3.271], [0.615, 0.375, -0.084], [2.657, -2.976, 0.661], [2.551, 2.833, -2.896], [0.783, 1.047, 2.659], [3.652, -4.319, -3.367], [2.426, -0.002, -6.078], [0.289, 0.265, -6.640], [-3.723, -1.346, 1.017], [3.496, -3.282, -3.104], [2.286, -5.076, -1.330], [4.697, 3.153, -3.723], [0.027, 0.448, 1.799], [0.356, 0.156, -7.715], [-0.625, 0.604, -4.276], [-0.196, 3.375, 0.232], [0.321, 2.745, 6.006], [0.609, 2.510, 4.665], [3.016, 1.953, 3.996], [1.407, 0.175, -5.755], [1.527, -4.862, -0.568], [-0.874, 0.499, -5.965], [-0.093, 2.384, -0.344], [-1.379, 5.020, 3.026], [4.459, -3.514, 1.698], [0.552, -5.088, -0.993], [5.636, 3.600, -4.018], [3.246, -4.798, 1.676], [4.847, -2.963, -1.443], [5.196, 2.518, 2.961], [3.578, 4.805, -2.895]], "mulliken_charge": [-0.196, -1.014, -0.667, -1.734, 0.437, -0.078, 0.313, -0.529, -0.323, -0.390, -0.483, -0.192, -0.912, 0.411, -0.046, -0.998, 3.375, 0.268, -0.145, -0.802, 0.520, -1.472, -1.153, -0.055, 0.924, 0.627, 0.354, -0.387, 0.506, -0.924, -0.844, 0.444, -0.261, 0.533, -0.422, 0.397, -0.310, 0.236, 0.519, 1.201, 0.564, 0.390, 0.097, -0.454, 0.584, 0.241, 0.310, -0.904, -0.345, 0.445, -0.055, 0.040, 0.518, 0.500, -0.863, 0.271, -0.735, 0.177, -0.621, 1.557, 0.394, -0.087, 0.872, -1.230, 0.035, 0.581, -0.333, -1.555, -0.578, -0.120, -0.403, 0.383, 0.415, 0.468, 0.395, 0.538, 0.395, 0.386]}